8 unconnected molecules or ions with the total composition C33H85N3O11 at a distorted geometry. Source: OMol25; level of theory: wB97M-V/def2-TZVPD.

- Orbital gap: 0.336 Ha
- Energy above the lowest of the compared OMol25 structures with the same formula, charge and spin: 96.1 kcal per mole
- LUMO: 0.6037 eV
- SMILES string: COCCNCCOC.COCCNCCOC.COCCNCCOC.CC(C)O.CC(C)O.CC(C)O.CC(C)O.CC(C)O
- Charge: 0
- DFT total energy: -62584.1436 eV

Positions of all 132 atoms, in Å:
C -6.91 1.68 -7.07
O -5.91 2.58 -6.56
C -5.00 3.00 -7.62
C -4.03 4.04 -7.02
N -3.38 3.49 -5.91
C -3.16 4.50 -4.82
C -2.45 3.81 -3.65
O -3.28 3.51 -2.53
C -2.57 2.99 -1.46
H -6.41 0.76 -7.37
H -7.51 1.99 -7.92
H -7.54 1.37 -6.24
H -5.49 3.55 -8.42
H -4.32 2.28 -8.08
H -4.63 4.90 -6.73
H -3.28 4.22 -7.79
H -3.90 2.67 -5.63
H -4.10 4.81 -4.35
H -2.66 5.37 -5.23
H -1.55 4.41 -3.48
H -2.04 2.91 -4.11
H -3.24 3.09 -0.60
H -1.53 3.32 -1.41
H -2.45 1.91 -1.59
C 4.57 -1.50 6.44
O 3.39 -0.74 6.54
C 2.23 -1.49 6.83
C 1.07 -0.47 6.68
N 0.83 -0.18 5.30
C -0.20 0.81 5.11
C -0.42 1.15 3.62
O -1.38 2.20 3.49
C -2.02 2.33 2.20
H 4.56 -2.38 5.80
H 4.66 -1.92 7.44
H 5.39 -0.85 6.12
H 2.31 -1.94 7.82
H 2.07 -2.21 6.03
H 1.27 0.39 7.32
H 0.14 -0.88 7.08
H 1.75 0.15 5.04
H 0.19 1.67 5.65
H -1.09 0.46 5.63
H -0.78 0.21 3.20
H 0.50 1.43 3.11
H -2.58 1.42 1.99
H -1.37 2.53 1.35
H -2.77 3.12 2.16
C -1.69 -2.57 -2.64
O -2.63 -3.10 -1.77
C -3.10 -4.41 -2.20
C -4.28 -4.91 -1.33
N -4.63 -6.26 -1.60
C -5.89 -6.69 -0.86
C -6.14 -8.24 -0.83
O -5.70 -8.90 0.34
C -4.35 -9.30 0.26
H -1.85 -1.49 -2.57
H -1.81 -2.88 -3.67
H -0.65 -2.75 -2.37
H -2.35 -5.20 -2.10
H -3.50 -4.30 -3.21
H -5.13 -4.23 -1.38
H -3.95 -4.83 -0.30
H -4.87 -6.39 -2.58
H -6.73 -6.15 -1.28
H -5.66 -6.45 0.17
H -5.96 -8.81 -1.75
H -7.22 -8.36 -0.74
H -4.04 -10.08 0.95
H -3.64 -8.53 0.56
H -4.14 -9.70 -0.74
C 5.77 -0.47 0.77
C 6.29 0.40 -0.43
C 7.01 1.64 0.10
O 7.19 -0.44 -1.16
H 5.17 -1.28 0.37
H 5.16 0.18 1.39
H 6.57 -0.79 1.44
H 5.43 0.62 -1.08
H 7.32 2.12 -0.83
H 7.86 1.37 0.72
H 6.42 2.34 0.70
H 6.70 -0.99 -1.77
C 2.77 2.25 -1.21
C 1.50 1.53 -1.06
C 1.49 0.14 -1.69
O 1.20 1.35 0.22
H 2.99 2.33 -2.27
H 3.55 1.68 -0.71
H 2.87 3.21 -0.71
H 0.71 2.10 -1.55
H 1.92 -0.62 -1.03
H 2.12 0.05 -2.57
H 0.48 -0.13 -1.98
H 1.06 2.19 0.67
C 2.22 -3.63 0.73
C 2.04 -4.88 -0.08
C 0.62 -4.97 -0.82
O 2.99 -4.96 -1.03
H 2.65 -2.84 0.10
H 2.74 -3.79 1.67
H 1.28 -3.28 1.17
H 2.19 -5.67 0.65
H 0.41 -6.04 -0.89
H 0.61 -4.43 -1.76
H -0.16 -4.60 -0.15
H 3.77 -5.34 -0.61
C 3.38 2.52 2.52
C 3.84 2.03 3.92
C 5.43 2.19 3.98
O 3.32 2.80 4.96
H 3.75 1.99 1.64
H 3.52 3.59 2.38
H 2.31 2.33 2.47
H 3.61 0.97 4.02
H 5.90 1.56 3.22
H 5.88 1.92 4.93
H 5.78 3.17 3.66
H 3.84 2.55 5.73
C 1.11 6.42 -0.37
C 0.49 5.76 0.86
C -1.04 5.73 0.81
O 1.04 4.43 1.09
H 1.12 5.87 -1.31
H 2.18 6.52 -0.20
H 0.79 7.46 -0.43
H 0.62 6.38 1.74
H -1.46 4.99 0.12
H -1.53 6.65 0.50
H -1.37 5.53 1.83
H 1.53 4.42 1.91

***

9 unconnected molecules or ions with the total composition C33H86N2O21S7 at a distorted geometry. Source: OMol25; level of theory: wB97M-V/def2-TZVPD.

- Orbital gap: 0.299 Ha
- Energy above the lowest of the compared OMol25 structures with the same formula, charge and spin: 8.3 kcal per mole
- LUMO: 0.0634 eV
- SMILES string: CCOS(C)(=O)=O.CCOS(C)(=O)=O.CCOS(C)(=O)=O.CCOS(C)(=O)=O.CCOS(C)(=O)=O.CCOS(C)(=O)=O.CCOS(C)(=O)=O.CCN(CC)CC.CCN(CC)CC
- Charge: 0
- DFT total energy: -157436.0875 eV

Positions of all 149 atoms, in Å:
C -22.41 13.30 -22.17
C -22.62 13.87 -20.79
O -22.16 15.24 -20.92
S -22.39 16.22 -19.62
C -24.13 16.61 -19.93
O -22.27 15.45 -18.39
O -21.60 17.40 -19.86
H -21.44 13.50 -22.61
H -23.19 13.67 -22.85
H -22.72 12.25 -22.22
H -23.68 13.90 -20.52
H -22.03 13.36 -20.02
H -24.75 15.74 -19.70
H -24.22 16.92 -20.97
H -24.49 17.43 -19.31
C -20.41 21.00 -24.34
C -21.17 19.81 -23.80
O -22.09 19.32 -24.76
S -23.42 18.51 -24.23
C -22.54 16.98 -23.75
O -23.89 19.16 -23.05
O -24.21 18.27 -25.41
H -19.84 21.46 -23.53
H -21.10 21.78 -24.69
H -19.73 20.71 -25.14
H -20.49 19.06 -23.38
H -21.70 20.07 -22.87
H -23.30 16.31 -23.35
H -21.79 17.24 -23.01
H -22.06 16.53 -24.61
C -15.14 14.94 -24.60
C -16.17 14.82 -23.48
O -17.36 15.54 -23.82
S -18.74 15.03 -23.11
C -18.61 15.94 -21.57
O -19.86 15.58 -23.83
O -18.64 13.61 -22.85
H -15.68 14.84 -25.54
H -14.37 14.18 -24.50
H -14.65 15.92 -24.57
H -16.32 13.76 -23.30
H -15.81 15.24 -22.54
H -18.71 17.01 -21.74
H -17.63 15.81 -21.11
H -19.37 15.55 -20.90
C -24.27 11.29 -15.83
C -22.77 11.46 -15.58
O -22.13 11.01 -16.78
S -20.52 11.05 -16.92
C -20.25 12.84 -16.99
O -19.96 10.62 -15.66
O -20.17 10.45 -18.17
H -24.77 11.72 -14.97
H -24.55 10.24 -15.94
H -24.54 11.82 -16.74
H -22.57 12.51 -15.36
H -22.44 10.88 -14.72
H -19.23 13.10 -16.73
H -20.91 13.37 -16.31
H -20.44 13.17 -18.02
C -18.80 17.14 -18.00
C -19.75 16.71 -16.89
O -19.38 17.34 -15.68
S -19.02 16.41 -14.39
C -17.46 15.69 -14.96
O -18.79 17.32 -13.31
O -20.05 15.39 -14.32
H -18.76 18.23 -17.96
H -19.15 16.96 -19.02
H -17.78 16.75 -17.94
H -20.76 16.99 -17.19
H -19.69 15.62 -16.81
H -17.67 14.97 -15.75
H -17.03 15.27 -14.05
H -16.69 16.42 -15.23
C -24.51 13.74 -25.79
C -25.47 14.56 -24.97
O -25.67 13.81 -23.76
S -26.40 14.57 -22.51
C -28.12 14.59 -23.05
O -26.17 13.77 -21.35
O -25.93 15.94 -22.52
H -24.82 12.72 -26.03
H -23.55 13.59 -25.30
H -24.33 14.17 -26.78
H -25.03 15.53 -24.74
H -26.38 14.77 -25.55
H -28.40 13.57 -23.31
H -28.17 15.21 -23.94
H -28.68 14.90 -22.17
C -23.31 17.00 -14.36
C -23.84 16.69 -15.78
O -25.26 16.81 -15.93
S -26.09 15.47 -16.27
C -25.94 14.51 -14.73
O -27.46 15.90 -16.40
O -25.46 14.70 -17.34
H -23.94 17.76 -13.92
H -22.30 17.41 -14.45
H -23.30 16.07 -13.80
H -23.36 17.37 -16.49
H -23.50 15.68 -16.04
H -26.33 13.50 -14.83
H -26.61 15.00 -14.03
H -24.91 14.49 -14.39
C -23.72 23.51 -16.62
C -23.05 22.90 -17.83
N -22.70 21.50 -17.60
C -21.58 21.33 -16.67
C -21.57 19.98 -16.01
C -22.45 20.76 -18.84
C -23.77 20.44 -19.55
H -24.73 23.12 -16.52
H -23.81 24.60 -16.75
H -23.14 23.40 -15.71
H -23.70 22.95 -18.70
H -22.13 23.43 -18.14
H -20.62 21.55 -17.18
H -21.61 22.08 -15.88
H -21.51 19.21 -16.79
H -20.69 19.82 -15.38
H -22.48 19.75 -15.45
H -21.79 19.90 -18.77
H -21.91 21.46 -19.50
H -24.35 19.66 -19.05
H -23.61 19.96 -20.52
H -24.35 21.32 -19.79
C -24.04 9.05 -23.32
C -22.95 9.23 -22.27
N -23.20 8.45 -21.08
C -24.36 8.89 -20.30
C -24.31 10.36 -19.88
C -22.01 8.36 -20.24
C -21.10 7.21 -20.67
H -24.52 8.07 -23.27
H -23.61 9.05 -24.33
H -24.77 9.86 -23.31
H -22.01 8.92 -22.74
H -22.76 10.29 -22.05
H -25.29 8.64 -20.83
H -24.45 8.26 -19.41
H -23.37 10.64 -19.41
H -24.42 11.06 -20.72
H -25.13 10.62 -19.20
H -22.25 8.24 -19.18
H -21.40 9.28 -20.24
H -20.27 7.08 -19.97
H -20.70 7.36 -21.68
H -21.61 6.25 -20.66

***

- What is the DFT total energy in the second record?
  -157436.0875 eV